# C41H37BF3N11O4RuS

A structure of composition C41H37BF3N11O4RuS (ωB97M-V with the def2-TZVPD basis set, OMol25).

CARTESIAN COORDINATES (ANGSTROEM)
Ru 0.044 -0.167 0.095
S -2.472 7.308 0.233
N -1.087 6.588 -0.227
C -1.251 5.276 -0.167
C -0.292 4.280 -0.533
C 0.938 4.619 -1.060
C 1.782 3.603 -1.505
C 1.369 2.293 -1.339
N 0.249 1.920 -0.729
C -0.653 2.896 -0.359
C -1.919 2.532 0.132
N -2.226 1.209 0.331
C -3.446 0.885 0.721
C -4.471 1.795 0.935
C -4.195 3.146 0.782
C -2.919 3.531 0.414
C -2.555 4.904 0.277
N -3.323 5.956 0.529
H 1.207 5.660 -1.149
H 2.722 3.831 -1.982
H 1.995 1.505 -1.738
H -3.665 -0.157 0.884
H -5.452 1.451 1.216
H -4.945 3.905 0.942
F -0.130 -3.216 0.105
C 0.651 -2.141 -0.140
F 1.780 -2.424 0.568
F 1.007 -2.254 -1.448
C 2.958 0.674 2.854
C 3.214 0.417 1.419
N 2.336 0.092 0.488
C 3.056 -0.210 -0.641
C 4.376 -0.034 -0.389
N 4.473 0.362 0.916
C 5.682 0.828 1.553
N 5.651 2.253 1.677
N 5.344 2.846 2.850
N 5.293 4.095 2.713
C 5.555 4.425 1.417
C 5.631 5.655 0.767
C 5.897 5.631 -0.581
C 6.066 4.427 -1.280
C 6.018 3.201 -0.654
C 5.775 3.215 0.713
H 1.927 0.970 3.014
H 3.615 1.454 3.240
H 3.147 -0.243 3.420
H 2.598 -0.560 -1.549
H 5.234 -0.194 -1.005
H 6.536 0.515 0.942
H 5.784 0.414 2.560
H 5.481 6.571 1.312
H 5.983 6.561 -1.121
H 6.233 4.472 -2.346
H 6.167 2.283 -1.200
O -0.196 -5.989 4.517
C 0.349 -5.004 5.342
N -0.045 -3.744 4.756
C 0.394 -2.566 5.231
O 1.161 -2.452 6.164
C -0.079 -1.351 4.482
C -0.388 -0.179 5.177
C -0.640 0.976 4.453
C -0.553 0.933 3.071
N -0.269 -0.192 2.410
C -0.052 -1.310 3.095
H 0.052 -6.856 4.851
H 1.449 -5.056 5.378
H -0.041 -5.067 6.374
H -0.722 -3.830 4.012
H -0.422 -0.188 6.256
H -0.876 1.902 4.950
H -0.699 1.823 2.470
H 0.186 -2.204 2.533
C -6.535 -5.716 -1.440
C -6.740 -4.192 -1.429
C -7.918 -3.840 -0.506
C -7.097 -3.721 -2.841
C -5.469 -3.548 -0.905
C -5.109 -3.778 0.432
C -3.990 -3.224 1.023
C -3.208 -2.408 0.228
O -2.100 -1.683 0.531
B -1.732 -1.012 -0.646
O -2.623 -1.306 -1.645
C -3.543 -2.170 -1.115
C -4.659 -2.733 -1.698
H -7.450 -6.211 -1.752
H -6.266 -6.083 -0.454
H -5.742 -5.986 -2.132
H -8.847 -4.176 -0.957
H -7.979 -2.764 -0.362
H -7.832 -4.314 0.466
H -8.009 -4.217 -3.166
H -6.314 -3.966 -3.554
H -7.274 -2.646 -2.851
H -5.732 -4.406 1.048
H -3.755 -3.400 2.060
H -4.897 -2.520 -2.726

The value obtained for the orbital gap (alpha / beta) is 6.453 / 6.415 eV. Its net charge is +1. The spin multiplicity is 2. The value obtained for the relative energy (zero: lowest compared OMol25 entry of this formula, charge and spin) is 373.75 kJ/mol.

Here are the Löwdin charges for atoms 1 to 6, given in e: number 1, Ru, carries 1.24; number 2, S, carries 1.06; number 3, N, carries -0.21; number 4, C, carries -0.30; number 5, C, carries -0.07; number 6, C, carries 0.03

# C40H32BrClIrN4O2PS2

A structure of composition C40H32BrClIrN4O2PS2 (ωB97M-V with the def2-TZVPD basis set, OMol25).

CARTESIAN COORDINATES (ANGSTROEM)
Ir -0.351 -0.116 0.295
S -2.398 -1.080 -0.709
C -1.883 -0.144 -2.082
C -2.332 -0.263 -3.399
C -1.792 0.587 -4.340
C -0.849 1.545 -3.955
C -0.457 1.587 -2.637
N -0.955 0.736 -1.728
H -3.069 -1.013 -3.648
H -2.101 0.517 -5.375
H -0.428 2.240 -4.668
H 0.256 2.318 -2.277
Br 3.428 1.703 -6.004
C 2.871 0.765 -4.459
C 2.470 -0.558 -4.573
N 2.090 -1.278 -3.521
C 2.072 -0.675 -2.331
C 2.396 0.658 -2.139
C 2.833 1.392 -3.232
C 2.228 1.350 -0.805
O 2.763 2.437 -0.653
O 1.516 0.765 0.104
H 2.459 -1.050 -5.538
H 1.774 -1.274 -1.481
H 3.109 2.430 -3.101
Cl 0.357 1.668 2.971
C 0.300 0.040 2.247
H -0.237 -0.570 2.961
H 1.331 -0.290 2.188
S -4.040 5.321 2.350
C -3.157 3.886 1.758
C -1.882 4.036 1.238
C -1.226 2.916 0.754
N -1.775 1.698 0.749
C -2.999 1.559 1.257
C -3.719 2.618 1.781
C -5.367 5.336 1.154
C -5.234 6.069 -0.016
C -6.249 5.994 -0.960
N -7.341 5.248 -0.812
C -7.466 4.570 0.327
C -6.522 4.591 1.343
H -1.401 5.004 1.206
H -0.230 3.001 0.333
H -3.418 0.561 1.225
H -4.705 2.448 2.188
H -4.355 6.676 -0.190
H -6.176 6.554 -1.886
H -8.367 3.974 0.432
H -6.685 4.045 2.263
C 2.859 -3.327 4.121
C 3.264 -3.059 2.819
C 2.321 -2.763 1.850
C 0.960 -2.749 2.163
C 0.563 -3.017 3.467
C 1.512 -3.300 4.444
P -0.187 -2.297 0.812
C -1.797 -2.932 1.421
C -2.369 -4.098 0.926
C -3.607 -4.526 1.392
C -4.280 -3.800 2.360
C -3.721 -2.628 2.855
C -2.497 -2.190 2.378
C 0.299 -3.512 -0.458
C 0.710 -4.796 -0.088
C 1.034 -5.731 -1.057
C 0.978 -5.386 -2.403
C 0.589 -4.110 -2.776
C 0.234 -3.182 -1.805
H 3.594 -3.561 4.881
H 4.315 -3.080 2.561
H 2.641 -2.544 0.836
H -0.486 -3.025 3.729
H 1.192 -3.503 5.458
H -1.861 -4.669 0.161
H -4.048 -5.426 0.984
H -5.244 -4.137 2.720
H -4.247 -2.050 3.606
H -2.089 -1.252 2.731
H 0.780 -5.062 0.960
H 1.326 -6.731 -0.762
H 1.239 -6.116 -3.159
H 0.560 -3.823 -3.818
H -0.093 -2.196 -2.104

The value obtained for the orbital gap is 7.883 eV. The spin multiplicity is 1. The value obtained for the relative energy (zero: lowest compared OMol25 entry of this formula, charge and spin) is 272.50 kJ/mol.

Here are the Löwdin charges for atoms 1 to 6, given in e: number 1, Ir, carries 0.98; number 2, S, carries 0.73; number 3, C, carries -0.72; number 4, C, carries -0.07; number 5, C, carries -0.05; number 6, C, carries -0.05